# C25H40BLaO4

A structure of composition C25H40BLaO4 in a non-equilibrium geometry (wB97M-V/def2-TZVPD, the OMol25 dataset).

Values from the calculation:
DFT total energy = -1333.76306 hartree
Highest occupied orbital energy (alpha / beta) = -0.2346 / -0.1477 Ha
Molecular weight = 554.3 g/mol

XYZ file:
```
71
C25H40BLaO4 | the OMol25 dataset | wB97M-V/def2-TZVPD
O 0.59 -1.07 -3.70
C 0.69 -0.04 -4.82
C 0.77 -0.93 -6.01
H 1.51 0.69 -4.80
H -0.31 0.36 -4.72
C 0.49 -1.98 -4.91
H 1.72 -1.18 -6.51
H 0.12 -0.43 -6.73
C 1.68 -2.88 -5.01
H 2.59 -2.27 -5.02
H 1.64 -3.21 -6.05
H 1.57 -3.73 -4.34
C -0.85 -2.64 -5.13
H -1.70 -1.95 -5.23
H -0.98 -3.45 -4.40
H -0.72 -3.10 -6.10
La 0.15 -1.31 -1.18
C -1.58 -0.70 1.23
C -1.36 0.62 0.81
C -2.20 0.81 -0.30
H -0.81 1.39 1.33
C -2.87 -0.41 -0.61
C -2.43 -1.35 0.32
H -2.87 -2.32 0.45
H -1.41 -1.08 2.22
H -2.35 1.76 -0.76
H -3.72 -0.58 -1.25
C 0.63 -2.21 1.14
C 0.47 -3.32 0.25
C 1.58 -3.35 -0.62
H -0.31 -4.07 0.27
C 2.44 -2.29 -0.26
C 1.85 -1.57 0.80
H 2.29 -0.77 1.36
H 0.09 -2.09 2.08
H 1.78 -4.12 -1.34
H 3.46 -2.20 -0.57
O -0.87 2.09 -2.79
C -2.27 1.95 -3.00
C -3.00 3.21 -2.51
H -2.58 1.13 -2.32
H -2.48 1.74 -4.04
C -1.97 4.13 -1.81
H -3.72 2.71 -1.85
H -3.60 3.48 -3.39
C -0.64 3.37 -2.02
H -2.26 4.47 -0.80
H -2.08 5.14 -2.27
H -0.19 2.95 -1.12
H 0.07 3.83 -2.72
C 1.66 -0.89 6.05
C 0.71 0.07 5.35
C -0.34 0.55 6.32
O 0.01 -0.66 4.28
B 0.65 -0.35 3.14
O 1.59 0.62 3.18
C 1.47 1.20 4.55
C 0.65 2.50 4.35
C 2.85 1.61 5.02
H 1.05 -1.74 6.38
H 2.13 -0.40 6.92
H 2.42 -1.29 5.38
H -0.88 -0.34 6.68
H 0.13 1.10 7.16
H -1.06 1.21 5.80
H 0.55 3.06 5.31
H 1.18 3.10 3.58
H -0.36 2.30 3.93
H 3.49 0.74 5.12
H 3.27 2.27 4.25
H 2.78 2.13 5.99
```